Formula: C4H10N2S2
Source: the OMol25 dataset
Level of theory: ωB97M-V with the def2-TZVPD basis set

The HOMO-LUMO gap is 8.9 eV. Its energy relative to the best compared isomer or geometry (same formula, charge and spin) is 153.2 kJ/mol. Its net charge is 0. As for the HOMO energy: -8.09 eV. Its molecular weight is 150.3 g mol⁻¹. As for the SMILES: CS/C=N/SCCN.

Last column: Löwdin charge in e.
Positions of all 18 atoms, in Å:
C: -3.62 -1.19 -2.56  -0.421
C: -1.27 -0.69 -1.43  -0.679
C: 1.43 0.58 0.89  -0.533
C: 2.22 0.46 2.18  -0.368
H: -3.56 -2.20 -2.10  0.045
H: -4.13 -1.33 -3.54  0.032
H: -4.18 -0.43 -1.91  0.070
H: -1.95 -1.21 -0.79  0.034
H: 0.82 1.50 0.85  0.069
H: 2.04 0.57 -0.05  0.089
H: 2.70 -0.51 2.28  0.104
H: 1.51 0.54 3.06  0.120
H: 3.91 1.33 1.71  0.038
H: 2.91 2.46 2.24  0.074
N: -0.25 -0.11 -0.90  -0.335
N: 3.23 1.50 2.40  -0.012
S: -1.95 -0.61 -3.03  0.838
S: 0.12 -0.64 0.72  0.834

Formula: C4H10N2S2
Source: the OMol25 dataset
Level of theory: ωB97M-V with the def2-TZVPD basis set

The HOMO-LUMO gap is 9.7 eV. Its energy relative to the best compared isomer or geometry (same formula, charge and spin) is 115.6 kJ/mol. Its net charge is 0. As for the HOMO energy: -8.98 eV. Its molecular weight is 150.3 g mol⁻¹. As for the SMILES: C/N=C(/NS)[C@H](C)S.

Last column: Löwdin charge in e.
Positions of all 18 atoms, in Å:
C: 3.01 -0.59 -0.04  -0.114
C: 0.60 -0.59 -0.23  -0.514
C: 0.53 0.83 0.31  -0.625
C: 0.08 0.92 1.77  -0.145
H: 3.26 -0.52 1.04  0.082
H: 3.16 0.41 -0.49  0.074
H: 3.73 -1.28 -0.49  0.062
H: -0.39 -2.11 -1.05  0.060
H: -2.66 -0.49 -0.66  -0.154
H: 1.49 1.28 0.25  0.055
H: -0.98 0.77 1.93  0.032
H: 0.29 1.92 2.16  0.074
H: 0.70 0.19 2.32  0.096
H: -0.33 1.44 -1.93  -0.128
N: 1.68 -1.19 -0.39  0.038
N: -0.56 -1.29 -0.55  -0.391
S: -2.01 -1.19 0.24  0.782
S: -0.58 1.96 -0.70  0.714

Formula: C4H10N3
Source: the OMol25 dataset
Level of theory: ωB97M-V with the def2-TZVPD basis set

The HOMO-LUMO gap is 6.1 eV. Its energy relative to the best compared isomer or geometry (same formula, charge and spin) is 0.0 kJ/mol. Its net charge is -1. As for the HOMO energy: -1.70 eV. Its molecular weight is 100.1 g mol⁻¹.

Last column: Löwdin charge in e.
Positions of all 17 atoms, in Å:
C: 2.19 -0.82 -0.04  -0.086
C: 1.48 0.50 0.13  -0.467
N: 2.00 1.38 0.89  0.087
C: 0.18 0.69 -0.62  -0.363
N: -0.88 1.12 0.24  -0.159
C: -2.03 0.34 0.09  -0.505
N: -1.88 -1.14 0.42  -0.042
H: 2.61 -0.88 -1.05  0.065
H: 1.48 -1.64 0.07  0.062
H: 3.00 -0.91 0.68  0.056
H: 1.35 2.17 0.91  0.026
H: -0.04 -0.26 -1.15  0.078
H: 0.42 1.43 -1.43  0.087
H: -2.46 0.31 -0.95  0.068
H: -2.81 0.77 0.73  0.063
H: -2.36 -1.72 -0.25  0.012
H: -2.25 -1.34 1.34  0.017

Formula: C4H10N3
Source: the OMol25 dataset
Level of theory: ωB97M-V with the def2-TZVPD basis set

The HOMO-LUMO gap is 9.4 eV. Its energy relative to the best compared isomer or geometry (same formula, charge and spin) is 221.7 kJ/mol. Its net charge is +1. As for the HOMO energy: -13.17 eV. Its molecular weight is 100.1 g mol⁻¹. As for the SMILES: CN1C=NC[C@@H]1[NH3+].

Last column: Löwdin charge in e.
Positions of all 17 atoms, in Å:
C: -1.05 1.41 0.40  -0.172
C: -1.99 -0.61 0.09  -0.100
C: -0.45 -0.65 -0.42  -0.193
C: 1.14 1.33 -0.83  -0.013
N: -2.03 0.70 0.63  0.040
N: -0.07 0.71 -0.26  -0.161
N: 0.24 -1.48 0.68  0.196
H: -0.81 2.41 0.79  0.156
H: -2.84 -0.67 -0.49  0.091
H: -2.17 -1.41 0.91  0.146
H: -0.18 -1.03 -1.37  0.145
H: 1.04 1.59 -1.86  0.075
H: 1.25 2.29 -0.24  0.112
H: 2.02 0.59 -0.74  0.111
H: 1.28 -1.09 0.73  0.204
H: 0.27 -2.51 0.57  0.176
H: -0.20 -1.27 1.64  0.188

Formula: C4H10N3
Source: the OMol25 dataset
Level of theory: ωB97M-V with the def2-TZVPD basis set

The HOMO-LUMO gap is 9.8 eV. Its energy relative to the best compared isomer or geometry (same formula, charge and spin) is 551.8 kJ/mol. Its net charge is +1. As for the HOMO energy: -14.37 eV. Its molecular weight is 100.1 g mol⁻¹.

Last column: Löwdin charge in e.
Positions of all 17 atoms, in Å:
C: 3.27 0.15 -0.21  -0.034
C: -1.46 1.39 0.58  -0.043
C: -1.19 -1.75 0.09  0.028
C: -0.72 0.70 -0.62  -0.139
N: 2.10 0.49 -0.28  0.100
N: 0.91 -0.90 0.08  0.219
N: -0.24 -0.64 -0.08  -0.232
H: 3.97 1.10 -0.29  0.160
H: 3.63 -0.81 -0.02  0.072
H: -2.58 1.18 0.37  0.114
H: -1.12 0.77 1.45  0.086
H: -1.08 2.41 0.66  0.082
H: -2.02 -1.68 -0.62  0.106
H: -1.65 -1.53 1.08  0.112
H: -0.59 -2.76 0.11  0.153
H: 0.10 1.40 -0.83  0.096
H: -1.35 0.47 -1.46  0.118

Formula: C4H10N3
Source: the OMol25 dataset
Level of theory: ωB97M-V with the def2-TZVPD basis set

The HOMO-LUMO gap (alpha / beta) is 6.4 / 6.4 eV. Its energy relative to the best compared isomer or geometry (same formula, charge and spin) is 552.0 kJ/mol. Its net charge is +1. As for the HOMO energy (alpha / beta): -11.94 / -11.94 eV. Its molecular weight is 100.1 g mol⁻¹.

Last column: Löwdin charge in e.
Positions of all 17 atoms, in Å:
C: 2.92 -0.97 0.67  -0.089
C: -2.87 -0.63 -0.39  -0.060
C: -1.41 -0.36 0.09  -0.165
C: -1.03 1.16 0.01  -0.139
N: 0.26 1.33 0.34  0.076
N: 1.32 1.62 0.66  0.428
N: 3.73 -0.23 -0.02  -0.063
H: 3.42 -1.81 1.14  -0.001
H: -3.08 -1.76 -0.35  0.123
H: -3.55 -0.26 0.29  0.043
H: -3.12 -0.21 -1.35  0.076
H: -0.69 -0.75 -0.66  0.119
H: -1.09 -0.85 0.94  0.085
H: -1.22 1.38 -1.08  0.189
H: -1.61 1.97 0.43  0.163
H: 4.72 -0.34 -0.29  0.113
H: 3.29 0.70 -0.43  0.101

Formula: C4H10N3
Source: the OMol25 dataset
Level of theory: ωB97M-V with the def2-TZVPD basis set

The HOMO-LUMO gap is 10.0 eV. Its energy relative to the best compared isomer or geometry (same formula, charge and spin) is 366.2 kJ/mol. Its net charge is +1. As for the HOMO energy: -14.80 eV. Its molecular weight is 100.1 g mol⁻¹.

Last column: Löwdin charge in e.
Positions of all 17 atoms, in Å:
C: 1.57 -0.49 -0.03  -0.109
C: -0.64 -0.95 0.39  0.049
C: -0.05 -0.70 -1.96  -0.065
C: -0.80 1.79 1.44  0.013
N: 1.13 0.75 0.53  0.161
N: 0.34 -1.17 -0.63  -0.177
N: -0.06 0.79 0.79  -0.068
H: 2.43 -0.50 -0.70  0.146
H: 1.89 -1.09 0.79  0.129
H: -1.74 -1.12 0.08  0.154
H: -0.32 -1.47 1.34  0.140
H: -1.06 -1.06 -1.96  0.068
H: -0.24 0.44 -2.14  0.130
H: 0.55 -1.13 -2.74  0.091
H: -1.35 2.39 0.73  0.123
H: -0.15 2.35 2.04  0.089
H: -1.51 1.18 2.03  0.124

Formula: C4H10N3
Source: the OMol25 dataset
Level of theory: ωB97M-V with the def2-TZVPD basis set

The HOMO-LUMO gap is 10.0 eV. Its energy relative to the best compared isomer or geometry (same formula, charge and spin) is 332.5 kJ/mol. Its net charge is +1. As for the HOMO energy: -13.87 eV. Its molecular weight is 100.1 g mol⁻¹. As for the SMILES: C[C@@H]1C[C@H]([NH3+])N=N1.

Last column: Löwdin charge in e.
Positions of all 17 atoms, in Å:
C: 0.87 -0.02 0.43  -0.009
C: 0.38 1.00 -0.91  -0.302
C: -0.41 0.08 1.30  -0.286
C: 0.66 0.42 -2.32  -0.020
N: -0.97 1.01 -0.72  0.021
N: -1.43 0.55 0.29  0.064
N: -0.90 -1.24 1.78  0.224
H: 0.89 -1.08 0.11  0.107
H: 1.75 0.44 0.81  0.097
H: 0.76 2.01 -0.60  0.166
H: -0.18 0.71 2.13  0.149
H: 1.59 -0.19 -2.25  0.095
H: 0.67 1.05 -3.21  0.085
H: -0.26 -0.14 -2.41  0.074
H: -0.30 -2.05 1.72  0.162
H: -1.77 -1.30 1.14  0.200
H: -1.35 -1.25 2.69  0.173

Formula: C4H10N3
Source: the OMol25 dataset
Level of theory: ωB97M-V with the def2-TZVPD basis set

The HOMO-LUMO gap is 9.5 eV. Its energy relative to the best compared isomer or geometry (same formula, charge and spin) is 383.2 kJ/mol. Its net charge is +1. As for the HOMO energy: -13.20 eV. Its molecular weight is 100.1 g mol⁻¹.

Last column: Löwdin charge in e.
Positions of all 17 atoms, in Å:
C: -1.22 1.00 0.26  -0.189
C: -1.79 -1.03 -0.30  -0.013
C: 0.26 -0.54 -0.49  -0.210
C: 1.12 1.80 -0.05  0.010
N: -2.13 0.17 0.14  0.027
N: 0.10 0.73 0.09  -0.159
N: 0.98 -1.44 0.38  0.178
H: -1.35 1.93 0.84  0.161
H: -2.31 -1.27 -1.19  0.098
H: -1.83 -1.75 0.52  0.106
H: 0.53 -0.69 -1.59  0.166
H: 1.80 1.25 -0.68  0.095
H: 0.68 2.66 -0.57  0.103
H: 1.29 2.17 0.89  0.068
H: 0.57 -1.70 1.25  0.151
H: 1.96 -0.99 0.61  0.217
H: 1.34 -2.30 -0.10  0.191

Formula: C4H10N3O
Source: the OMol25 dataset
Level of theory: ωB97M-V with the def2-TZVPD basis set

The HOMO-LUMO gap (alpha / beta) is 6.6 / 7.2 eV. Its energy relative to the best compared isomer or geometry (same formula, charge and spin) is 505.2 kJ/mol. Its net charge is +1. As for the HOMO energy (alpha / beta): -11.86 / -12.16 eV. Its molecular weight is 116.1 g mol⁻¹.

Last column: Löwdin charge in e.
Positions of all 18 atoms, in Å:
C: -1.56 0.02 -0.49  -0.152
C: 2.07 0.79 0.02  -0.064
C: -1.32 -0.94 0.50  -0.173
C: 2.42 -0.51 -0.64  0.010
N: 1.09 1.15 0.67  0.035
N: -0.13 1.36 0.65  0.183
N: -2.82 0.63 -0.50  0.090
O: -0.29 -1.78 0.63  0.046
H: -0.86 0.14 -1.38  0.163
H: 2.90 1.48 -0.13  0.154
H: -1.94 -1.07 1.28  0.095
H: 3.17 -0.97 -0.20  0.053
H: 2.86 -0.38 -1.57  0.095
H: 1.60 -1.10 -0.59  0.031
H: -3.60 0.20 0.04  0.137
H: -3.07 1.04 -1.33  0.062
H: -0.51 1.72 1.48  0.109
H: -0.01 -1.79 1.55  0.126

Formula: C4H10N3O
Source: the OMol25 dataset
Level of theory: ωB97M-V with the def2-TZVPD basis set

The HOMO-LUMO gap is 9.0 eV. Its energy relative to the best compared isomer or geometry (same formula, charge and spin) is 12.1 kJ/mol. Its net charge is +1. As for the HOMO energy: -13.79 eV. Its molecular weight is 116.1 g mol⁻¹.

Last column: Löwdin charge in e.
Positions of all 18 atoms, in Å:
C: 1.08 -0.80 -1.55  -0.141
C: 0.49 -1.21 -2.67  0.108
C: 1.80 1.12 -0.26  0.185
N: 1.36 0.56 -1.33  0.040
H: 1.29 -1.44 -0.70  0.130
H: 0.30 -0.51 -3.47  0.085
H: 0.25 -2.25 -2.76  0.086
H: 1.90 2.19 -0.29  0.132
H: 2.10 0.48 0.56  0.109
H: 1.31 1.17 -2.14  0.180
N: -1.66 -0.96 1.32  0.168
C: -0.97 0.14 1.73  -0.645
N: -1.74 1.25 2.03  0.154
O: 0.25 0.18 1.73  -0.006
H: -2.66 -1.01 1.42  0.103
H: -1.17 -1.83 1.34  0.106
H: -2.68 1.06 2.33  0.096
H: -1.27 1.84 2.70  0.110

Formula: C4H10N3O
Source: the OMol25 dataset
Level of theory: ωB97M-V with the def2-TZVPD basis set

The HOMO-LUMO gap is 8.7 eV. Its energy relative to the best compared isomer or geometry (same formula, charge and spin) is 496.3 kJ/mol. Its net charge is +1. As for the HOMO energy: -12.26 eV. Its molecular weight is 116.1 g mol⁻¹.

Last column: Löwdin charge in e.
Positions of all 18 atoms, in Å:
C: -1.50 1.09 0.20  -0.095
C: -2.57 0.37 0.46  -0.102
C: 1.76 -0.11 -1.10  -0.051
C: 0.81 0.40 -0.07  -0.375
N: -0.50 0.31 -0.41  -0.046
N: 1.13 -0.49 1.29  0.230
N: -1.32 -1.26 -0.58  0.133
O: -2.43 -0.98 0.21  -0.104
H: -1.26 2.09 0.28  0.104
H: -3.56 0.71 0.93  0.165
H: 1.65 -1.20 -1.50  0.142
H: 1.68 0.55 -1.92  0.074
H: 2.78 0.21 -0.77  0.107
H: 1.09 1.52 0.22  0.209
H: 1.07 -1.44 0.90  0.148
H: 0.55 -0.19 2.10  0.180
H: -1.50 -1.16 -1.64  0.154
H: 2.12 -0.41 1.41  0.128